# 1
{"formula": "C31H42BaN6O7S4", "method": "ωB97M-V/def2-TZVPD", "elements": ["Ba", "C", "C", "S", "C", "C", "S", "C", "C", "S", "H", "H", "H", "H", "H", "H", "H", "H", "H", "H", "H", "H", "N", "C", "C", "C", "O", "O", "H", "H", "H", "H", "H", "H", "S", "C", "N", "C", "C", "C", "N", "H", "H", "H", "H", "N", "C", "N", "O", "H", "H", "H", "H", "C", "C", "C", "C", "C", "C", "C", "C", "C", "C", "H", "H", "H", "H", "H", "H", "H", "H", "H", "H", "H", "H", "O", "C", "O", "C", "C", "C", "C", "C", "C", "N", "O", "O", "H", "H", "H", "H"], "coordinates": [[-0.998, -0.572, 0.252], [3.521, 1.960, -0.692], [3.938, 1.223, 0.580], [2.663, 0.130, 1.257], [2.580, 0.662, 2.982], [2.243, 2.126, 3.228], [0.643, 2.604, 2.523], [1.082, 4.143, 1.677], [2.241, 4.092, 0.682], [1.981, 2.903, -0.660], [3.352, 1.231, -1.489], [4.360, 2.587, -1.011], [4.215, 1.934, 1.359], [4.830, 0.633, 0.355], [3.521, 0.412, 3.482], [1.802, 0.018, 3.394], [3.028, 2.772, 2.837], [2.226, 2.286, 4.310], [1.293, 4.913, 2.425], [0.161, 4.433, 1.166], [3.191, 3.872, 1.172], [2.337, 5.089, 0.246], [-2.377, 0.800, 2.448], [-3.791, 0.567, 2.773], [-4.226, -0.818, 2.317], [-3.950, -0.949, 0.816], [-4.408, -0.083, 0.055], [-3.145, -1.877, 0.472], [-1.770, 0.512, 3.208], [-2.233, 1.805, 2.277], [-4.371, 1.319, 2.237], [-3.996, 0.696, 3.844], [-5.286, -0.995, 2.522], [-3.661, -1.590, 2.847], [-2.465, 3.960, 1.382], [-2.047, 3.620, -0.272], [-2.553, 2.493, -0.844], [-2.107, 1.972, -2.161], [-1.772, 3.203, -2.970], [-1.299, 4.277, -2.328], [-1.279, 4.455, -0.949], [-3.261, 1.981, -0.338], [-2.977, 1.448, -2.567], [-1.812, 3.186, -4.051], [-0.921, 5.127, -2.894], [3.294, -3.028, 0.069], [2.990, -2.732, -1.246], [1.779, -3.251, -1.654], [3.758, -2.141, -1.988], [2.476, -3.119, 0.666], [3.958, -2.375, 0.456], [1.085, -3.395, -0.932], [1.437, -2.858, -2.517], [0.905, -0.217, -3.147], [-0.590, 0.101, -3.229], [-1.341, -1.244, -3.119], [-0.918, 1.005, -1.998], [-0.925, 0.713, -4.592], [-2.219, 0.636, -5.115], [-2.561, 1.246, -6.312], [-1.612, 1.947, -7.043], [-0.316, 2.019, -6.553], [0.018, 1.410, -5.352], [1.135, -0.687, -2.185], [1.508, 0.691, -3.187], [1.243, -0.897, -3.938], [-0.937, -1.854, -2.300], [-1.241, -1.852, -4.026], [-2.404, -1.111, -2.906], [-0.052, 1.662, -1.864], [-2.989, 0.112, -4.564], [-3.583, 1.180, -6.670], [-1.879, 2.431, -7.975], [0.443, 2.564, -7.103], [1.031, 1.510, -4.987], [0.425, -3.020, 1.236], [0.294, -2.566, 2.400], [0.149, -1.364, 2.719], [0.323, -3.560, 3.552], [-0.136, -3.171, 4.805], [-0.120, -4.060, 5.871], [0.373, -5.342, 5.699], [0.833, -5.711, 4.445], [0.806, -4.846, 3.364], [1.358, -7.069, 4.265], [1.356, -7.816, 5.230], [1.784, -7.378, 3.170], [-0.499, -2.159, 4.917], [-0.490, -3.752, 6.841], [0.407, -6.054, 6.510], [1.145, -5.155, 2.386]], "mulliken_charge": [1.4567, -0.8552, -1.1322, 0.3040, -0.6980, -1.0757, 0.2296, -0.7159, -1.1623, 0.3041, 0.2299, 0.4652, 0.4542, 0.6084, 0.4784, 0.0174, 0.3623, 0.5394, 0.4716, 0.1651, 0.5157, 0.5528, 0.1639, -0.8461, -0.1218, 0.4108, -0.6686, -0.8736, 0.0709, -0.3233, 0.3000, 0.3818, 0.3650, 0.1230, -0.5093, 0.2593, -0.1407, 0.2468, -0.4729, -0.6322, -0.5968, 0.2571, 0.5346, 0.1545, 0.3350, -0.5498, 0.6488, -0.5213, -0.6488, 0.2945, 0.2966, 0.3640, 0.2784, -1.5829, 4.7254, -2.1226, -1.4858, -0.7661, 0.0041, -0.9308, -0.3997, -0.8968, 0.0177, -0.4028, 0.1402, 0.5191, 0.2995, 0.3890, 0.2739, -0.8531, 0.2492, 0.3467, 0.3644, 0.3573, 0.2938, -0.8286, 0.3862, -0.3925, 0.3104, -0.5335, -0.6050, -0.4429, -0.1679, -0.1217, 1.0472, -0.6554, -0.6128, 0.4902, 0.3933, 0.4660, 0.6320], "gap_ev": 3.8329, "lumo_ev": 2.89, "multiplicity": 1, "relative_energy_ev": 0.000, "total_charge": -2}

***

# 2
{"formula": "C7H12ClErI2NOPS", "method": "ωB97M-V/def2-TZVPD", "elements": ["I", "I", "Er", "P", "C", "C", "H", "H", "H", "C", "H", "H", "H", "H", "H", "H", "C", "O", "Cl", "S", "C", "C", "N", "C", "H", "H", "H"], "coordinates": [[-4.699, -1.868, -3.260], [-4.236, 0.544, -4.361], [0.049, 0.332, 0.881], [1.817, -0.746, -0.717], [1.271, -1.363, -2.272], [3.089, 0.477, -1.015], [2.957, -1.745, 1.155], [3.432, -2.436, -0.436], [1.883, -2.909, 0.335], [2.595, -2.087, 0.176], [3.460, 0.892, -0.067], [3.899, -0.026, -1.550], [2.147, -1.768, -2.787], [0.821, -0.564, -2.879], [2.695, 1.302, -1.626], [0.519, -2.154, -2.142], [-1.322, -0.118, -0.652], [-2.164, -0.326, -1.442], [1.777, 0.682, 2.331], [-2.951, 1.747, 4.081], [-3.425, 2.426, 2.526], [-2.593, 2.017, 1.552], [-1.544, 1.140, 2.000], [-1.633, 0.917, 3.358], [-4.272, 3.080, 2.406], [-2.634, 2.263, 0.516], [-0.937, 0.292, 3.887]], "lowdin_spin": [0.0000, -0.0001, 3.0159, -0.0028, -0.0009, 0.0011, 0.0000, 0.0000, 0.0000, 0.0001, 0.0000, 0.0001, -0.0003, 0.0000, 0.0000, 0.0000, -0.0024, 0.0009, -0.0084, 0.0001, 0.0000, 0.0003, -0.0057, 0.0017, 0.0000, 0.0001, 0.0001], "gap_ev": [4.6706, 4.7250], "lumo_ev": [-9.15, -9.09], "multiplicity": 4, "relative_energy_ev": 2.115, "s_squared": 3.7539, "total_charge": 2}

***

# 3
{"formula": "C9H12OSi", "method": "ωB97M-V/def2-TZVPD", "elements": ["C", "C", "C", "C", "C", "C", "C", "C", "C", "O", "Si", "H", "H", "H", "H", "H", "H", "H", "H", "H", "H", "H", "H"], "coordinates": [[-1.623, -2.788, 0.267], [-0.658, -2.537, 1.255], [-2.050, -1.859, -0.641], [0.051, -1.358, 1.104], [-1.418, -0.629, -0.618], [-0.369, -0.427, 0.182], [-1.352, 2.783, -1.314], [-0.107, 2.332, -1.212], [3.186, 0.643, 0.508], [2.190, 1.184, -0.363], [0.599, 1.208, 0.126], [-2.072, -3.764, 0.279], [-0.436, -3.249, 2.136], [-2.966, -2.057, -1.329], [0.899, -1.232, 1.843], [-1.638, 0.155, -1.211], [-1.511, 3.612, -2.029], [-2.133, 2.309, -0.867], [0.697, 2.680, -1.906], [4.180, 0.729, -0.007], [2.942, -0.370, 0.699], [3.207, 1.169, 1.526], [0.381, 1.465, 1.570]], "nbo_charge": [-0.2176, -0.2057, -0.2052, -0.2348, -0.2334, -0.4007, -0.3448, -0.6527, -0.2475, -0.8791, 1.6205, 0.2085, 0.2207, 0.2202, 0.2066, 0.2053, 0.1963, 0.1865, 0.2295, 0.1950, 0.1720, 0.1728, -0.2124], "gap_ev": 10.2918, "lumo_ev": 0.91, "multiplicity": 1, "smiles": "C=C[Si@H](OC)c1ccccc1", "relative_energy_ev": 2.138}